No. 1
Computed, not measured: a structure of composition C19H19N3O4S, with ωB97M-V/def2-TZVPD.

CARTESIAN COORDINATES (ANGSTROEM)
C: -5.2680 -3.7977 0.9667
C: -5.1560 -2.5616 0.0739
C: -5.4778 -1.1729 0.3518
C: -5.3612 -0.6014 -0.8687
N: -4.9606 -1.5653 -1.9255
O: -4.9791 -2.7120 -1.1572
N: -5.7181 0.6395 -0.9014
H: -5.4703 1.0814 -2.1386
S: -5.1925 1.9170 0.0019
O: -5.3438 3.1246 -0.4994
O: -5.8265 1.7501 1.3529
C: -3.4921 1.6734 0.0989
C: -2.5216 1.9792 -0.8365
C: -1.1719 1.9590 -0.6674
C: -0.7007 0.9649 0.1185
C: -1.6296 0.3677 1.3007
C: -2.8710 0.5354 1.2042
H: -3.6282 0.2168 1.9476
H: -1.0667 -0.1781 1.8516
N: 0.6274 0.6891 0.4372
C: 1.6556 1.0723 -0.5505
O: 1.4722 1.9506 -1.2181
C: 3.0159 0.5726 0.0248
H: 3.1503 0.7689 1.1870
H: 2.9399 -0.4598 -0.3386
C: 4.2617 0.9708 -0.9186
C: 5.4825 0.1459 -0.4635
C: 6.2916 1.1122 0.4724
C: 7.3495 0.3290 1.0547
C: 7.8689 -0.8908 0.4942
C: 7.0718 -1.3680 -0.5889
C: 5.8555 -0.9164 -1.1021
H: 5.3192 -1.3416 -1.7100
H: 7.3515 -2.5547 -0.9728
H: 8.7192 -1.3749 0.7672
H: 8.0719 1.0634 1.7289
H: 5.9711 1.9097 0.7379
H: 3.9661 0.7049 -1.6798
H: 4.2133 2.0798 -0.8274
H: 0.7708 0.1165 1.1515
H: -0.4424 2.2462 -1.2558
H: -3.0941 2.9252 -1.2026
H: -6.0919 -0.8854 1.3227
H: -6.0753 -4.6505 0.4857
H: -4.4382 -4.1985 0.7984
H: -5.4483 -3.6364 1.8922

Summary:
* M: 385.44 u
* spin multiplicity: 1
* frontier orbital gap: 8.65 eV
* energy: -1598.17096 a.u.
* LUMO energy: 0.112 eV
* HOMO energy: -8.535 eV
* energy above the lowest of the compared OMol25 structures with the same formula, charge and spin: 460.3 kcal per mole

No. 2
Computed, not measured: an isolated molecule of C19H19N3O4S, with ωB97M-V/def2-TZVPD.

CARTESIAN COORDINATES (ANGSTROEM)
C: 1.0211 -5.2699 1.8303
O: -0.3288 -4.8753 1.8088
C: -0.6244 -3.5564 1.9731
C: -1.9790 -3.2242 1.9067
C: -2.3851 -1.9175 2.0546
C: -1.4529 -0.9021 2.2668
C: -1.9002 0.4834 2.4222
C: -2.9460 0.8442 3.2165
S: -3.2726 2.5404 3.2337
C: -1.9767 2.8080 2.1282
N: -1.6671 4.0299 1.6525
C: -0.6991 4.0744 0.8076
N: 0.0198 3.0068 0.3946
C: 1.0357 3.1307 -0.6303
C: 0.3974 2.6695 -1.9530
O: -0.6360 3.1958 -2.3211
N: 1.0085 1.6958 -2.6493
C: 2.1819 0.9545 -2.2124
C: 2.6456 0.0254 -3.3332
O: 1.6667 -0.9108 -3.7210
C: 0.3430 -0.4092 -3.6367
C: 0.2990 1.1073 -3.7742
C: -0.2753 1.6890 0.7994
O: 0.3504 0.7651 0.3111
C: -1.3260 1.6263 1.7815
C: -0.1082 -1.2396 2.3473
C: 0.3080 -2.5504 2.2017
H: 1.4868 -5.0603 2.7990
H: 1.5953 -4.7807 1.0369
H: 1.0165 -6.3454 1.6600
H: -2.6922 -4.0143 1.7319
H: -3.4342 -1.6705 1.9857
H: -3.5465 0.1956 3.8234
H: -0.4309 5.0363 0.3947
H: 1.3218 4.1798 -0.7237
H: 1.8904 2.5232 -0.3379
H: 2.9996 1.6442 -1.9838
H: 1.9355 0.3657 -1.3205
H: 3.5071 -0.5567 -2.9960
H: 2.9567 0.6282 -4.2008
H: -0.0973 -0.6943 -2.6702
H: -0.2243 -0.8881 -4.4386
H: 0.7580 1.4204 -4.7183
H: -0.7297 1.4708 -3.7484
H: 0.6266 -0.4721 2.5332
H: 1.3613 -2.7730 2.2682

Summary:
* M: 385.44 u
* spin multiplicity: 1
* frontier orbital gap: 8.42 eV
* energy: -1598.85932 a.u.
* LUMO energy: 0.483 eV
* HOMO energy: -7.939 eV
* energy above the lowest of the compared OMol25 structures with the same formula, charge and spin: 28.3 kcal per mole

No. 3
Computed, not measured: a structure of composition C19H19N3OPd, with ωB97M-V/def2-TZVPD.

CARTESIAN COORDINATES (ANGSTROEM)
Pd: -5.4426 -9.0836 11.1976
N: -4.9753 -12.2619 12.2499
C: -4.0097 -11.3502 12.6826
C: -3.1809 -11.8832 13.6559
C: -2.2215 -11.0926 14.2291
C: -2.0295 -9.8151 13.6486
C: -2.7880 -9.3747 12.5897
N: -3.8649 -10.1092 12.1560
C: -6.1926 -12.0380 11.6851
C: -7.0657 -13.1530 11.4488
C: -8.1359 -12.9801 10.6427
C: -8.5788 -11.6606 10.3171
C: -7.7638 -10.5978 10.6700
N: -6.5940 -10.8198 11.3020
H: -4.7831 -13.2530 12.4237
H: -3.3414 -12.9181 13.8696
H: -1.5622 -11.4296 15.0232
H: -1.2472 -9.1442 14.0127
H: -2.6181 -8.4145 12.1157
H: -6.7735 -14.1521 11.8065
H: -8.6660 -13.8589 10.1760
H: -9.5267 -11.5054 9.8115
H: -8.0127 -9.5611 10.5012
C: -6.1694 -8.2266 12.8828
H: -5.4538 -7.8027 13.6361
H: -7.1416 -8.5844 13.2702
C: -2.8804 -10.1990 7.7370
C: -3.6797 -9.4969 8.8367
O: -4.6670 -10.0900 9.3804
C: -3.2670 -8.1111 9.2054
C: -2.0356 -7.4929 8.8384
C: -1.7928 -6.1649 9.2538
C: -2.7467 -5.3622 9.8412
C: -3.9468 -5.9404 10.2467
C: -4.2361 -7.2510 9.8453
H: -3.4052 -11.0205 7.2556
H: -1.9719 -10.6275 8.1285
H: -2.5740 -9.4553 7.0186
H: -1.2456 -8.0147 8.2779
H: -0.7995 -5.7861 9.1051
H: -2.5713 -4.3130 10.0483
H: -4.6970 -5.3391 10.7462
H: -5.2988 -7.6343 9.8997

Summary:
* M: 411.80 u
* spin multiplicity: 3
* frontier orbital gap (alpha / beta): 4.74 / 5.98 eV
* energy: -1102.61327 a.u.
* LUMO energy (alpha / beta): -0.030 / 0.030 eV
* HOMO energy (alpha / beta): -4.766 / -5.947 eV

No. 4
Computed, not measured: a structure of composition C19H19N4OsSe3Te2, with ωB97M-V/def2-TZVPD.

CARTESIAN COORDINATES (ANGSTROEM)
Os: -0.6644 0.7731 -0.3760
C: -2.7955 -0.5454 4.6401
C: -3.2494 -1.0100 3.4145
C: -2.4254 -0.9583 2.3004
C: -1.1437 -0.4363 2.4077
C: -0.6821 0.0227 3.6367
C: -1.5088 -0.0326 4.7467
N: -0.3164 -0.3500 1.2459
C: 0.9836 -0.8412 1.3161
C: 1.4391 -1.7949 2.2373
C: 2.7448 -2.2296 2.1725
C: 3.6380 -1.7451 1.2028
C: 3.2110 -0.8158 0.2844
C: 1.8859 -0.3836 0.3479
N: 1.3131 0.5754 -0.4914
N: 2.0372 1.2332 -1.3170
C: 1.2835 2.2003 -1.9411
C: 1.9009 3.0786 -2.8318
C: 1.1682 4.1088 -3.3666
C: -0.1709 4.2545 -2.9976
C: -0.7357 3.3488 -2.1371
N: -0.0379 2.3121 -1.6201
H: -3.4391 -0.5827 5.5080
H: -4.2470 -1.4174 3.3218
H: -2.7689 -1.3364 1.3465
H: 0.3126 0.4433 3.7172
H: -1.1468 0.3360 5.6969
H: 0.7615 -2.1892 2.9819
H: 3.0882 -2.9652 2.8873
H: 4.6568 -2.1029 1.1797
H: 3.8649 -0.4178 -0.4781
H: 2.9471 2.9299 -3.0538
H: 1.6267 4.8074 -4.0522
H: -0.7724 5.0671 -3.3780
H: -1.7707 3.4169 -1.8338
Se: -1.1061 0.8462 -4.6388
Se: -3.0942 1.7737 -4.2430
Te: -4.2610 0.7232 -2.2320
Se: -2.9906 1.4076 -0.1656
C: -0.7609 -3.0489 -0.5736
Te: -1.0390 -1.4705 -1.9597
C: 0.8715 -1.7291 -2.8519
H: -0.7416 -3.9739 -1.1450
H: -1.5941 -3.0564 0.1240
H: 0.1761 -2.9071 -0.0402
H: 1.4958 -2.2870 -2.1578
H: 1.3114 -0.7550 -3.0523
H: 0.7445 -2.2762 -3.7816

Summary:
* M: 985.70 u
* spin multiplicity: 5
* frontier orbital gap (alpha / beta): 5.71 / 5.77 eV
* charge: +1
* energy: -8785.22491 a.u.
* LUMO energy (alpha / beta): -4.361 / -5.108 eV
* HOMO energy (alpha / beta): -10.068 / -10.882 eV
* energy above the lowest of the compared OMol25 structures with the same formula, charge and spin: 0.0 kcal per mole

No. 5
Computed, not measured: an isolated molecule of C19H19N5O2, with ωB97M-V/def2-TZVPD.

CARTESIAN COORDINATES (ANGSTROEM)
C: -1.4166 -3.2512 3.0347
C: -1.4639 -1.7607 2.6969
C: -1.0758 -1.5160 1.2524
O: -1.9187 -1.3005 0.3978
N: 0.2360 -1.5683 0.9131
C: 1.3716 -1.7000 1.8084
C: 2.1950 -2.8986 1.4621
C: 3.3841 -3.0245 0.8047
C: 3.6610 -4.4126 0.7423
C: 2.6185 -5.0265 1.3612
O: 1.7287 -4.1218 1.7999
C: 0.5417 -1.3113 -0.4856
C: 0.0402 0.0381 -0.9137
C: -0.6385 0.2755 -2.0635
C: -1.1329 1.5702 -2.4043
C: -1.8390 1.7891 -3.5961
C: -2.3266 3.0370 -3.8931
C: -2.1277 4.0985 -3.0135
C: -1.4394 3.9402 -1.8258
C: -1.2420 5.0913 -0.8953
C: -0.9376 2.6617 -1.5289
N: -0.2314 2.3918 -0.3834
N: 0.1347 3.2140 0.6067
N: 0.7926 2.5266 1.4489
N: 0.9000 1.2648 1.0918
C: 0.2591 1.1486 -0.0617
H: -2.0979 -3.7969 2.3860
H: -0.4189 -3.6606 2.9010
H: -1.7231 -3.4096 4.0664
H: -2.4898 -1.4034 2.8033
H: -0.8339 -1.1819 3.3733
H: 1.9836 -0.7947 1.7331
H: 1.0161 -1.7934 2.8322
H: 3.9949 -2.2303 0.4260
H: 4.5156 -4.8803 0.2989
H: 2.4013 -6.0590 1.5492
H: 1.6255 -1.3679 -0.6086
H: 0.0688 -2.0760 -1.1104
H: -0.8414 -0.5357 -2.7458
H: -1.9941 0.9596 -4.2686
H: -2.8707 3.2022 -4.8106
H: -2.5226 5.0722 -3.2626
H: -1.7126 5.9859 -1.2944
H: -1.6666 4.8697 0.0821
H: -0.1818 5.2831 -0.7407

Summary:
* M: 349.39 u
* spin multiplicity: 1
* frontier orbital gap: 8.78 eV
* energy: -1159.66472 a.u.
* LUMO energy: 0.209 eV
* HOMO energy: -8.571 eV
* energy above the lowest of the compared OMol25 structures with the same formula, charge and spin: 52.0 kcal per mole

No. 6
Computed, not measured: a structure of composition C19H19N6O5SScSe, with ωB97M-V/def2-TZVPD.

CARTESIAN COORDINATES (ANGSTROEM)
Sc: -0.3328 0.9281 0.4731
O: -1.4530 3.7016 3.5775
C: -0.8427 2.9758 2.6911
O: -1.4160 2.2394 1.8911
C: 0.6665 3.0510 2.7247
O: 1.1628 2.4742 1.5300
C: 1.6846 3.4074 0.5529
C: 1.0843 3.1554 -0.8248
O: 1.5440 3.6707 -1.8012
O: 0.0632 2.3029 -0.8329
H: -2.4188 3.5757 3.5243
H: 1.0101 2.4617 3.5801
H: 1.0070 4.0745 2.8770
H: 2.7655 3.2872 0.5038
H: 1.4612 4.4326 0.8498
Se: -4.4699 -5.7377 0.3772
N: -3.5205 -4.9189 1.6464
C: -3.0689 -3.8102 1.1261
C: -2.2447 -2.8595 1.8641
C: -1.8474 -3.0746 3.1849
C: -1.0613 -2.1324 3.8135
C: -0.6900 -0.9967 3.1055
N: -1.0556 -0.7757 1.8445
C: -1.8253 -1.6965 1.2215
C: -2.1983 -1.4318 -0.1761
N: -1.7583 -0.2788 -0.7271
C: -2.0737 0.0040 -1.9924
C: -2.8299 -0.8565 -2.7787
C: -3.2741 -2.0404 -2.2300
C: -2.9624 -2.3411 -0.9016
C: -3.4154 -3.5592 -0.2403
N: -4.1474 -4.4644 -0.8305
H: -2.1598 -3.9775 3.6931
H: -0.7297 -2.2655 4.8329
H: -0.0709 -0.2392 3.5727
H: -1.7111 0.9496 -2.3775
H: -3.0597 -0.5873 -3.7992
H: -3.8649 -2.7407 -2.8061
C: 5.0515 -0.2052 -2.2192
N: 3.9123 -0.4584 -1.3322
C: 2.6594 -0.0249 -1.3832
S: 1.6688 -0.5646 -0.0402
N: 2.1405 0.7051 -2.3571
C: 2.7253 1.1841 -3.6136
H: 5.9494 -0.4535 -1.6609
H: 5.1060 0.8418 -2.4949
H: 5.0116 -0.8309 -3.1083
H: 4.0985 -1.0511 -0.5386
H: 1.2034 1.0302 -2.1714
H: 3.2954 0.3990 -4.0969
H: 3.3346 2.0716 -3.4594
H: 1.8967 1.4493 -4.2634

Summary:
* M: 567.38 u
* spin multiplicity: 1
* frontier orbital gap: 7.80 eV
* charge: +2
* energy: -5000.25318 a.u.
* LUMO energy: -6.402 eV
* HOMO energy: -14.198 eV

No. 7
Computed, not measured: a structure of composition C19H19OS4TeV, with ωB97M-V/def2-TZVPD.

CARTESIAN COORDINATES (ANGSTROEM)
V: -0.8084 -1.8400 -0.8306
C: 0.0078 0.2671 2.0246
C: -1.0915 -0.3456 1.2122
C: -1.6236 0.3021 0.0924
C: -2.6633 -0.2739 -0.6468
C: -3.1625 -1.5219 -0.2906
C: -2.6563 -2.1799 0.8363
C: -1.6392 -1.5851 1.5779
H: 0.8418 -0.4263 2.1370
H: -0.3687 0.5043 3.0207
H: 0.3926 1.1742 1.5569
H: -1.1975 1.2509 -0.2045
H: -3.0317 0.2271 -1.5310
H: -3.9253 -1.9923 -0.8966
H: -3.0442 -3.1459 1.1300
H: -1.2152 -2.1257 2.4166
O: -2.8001 -6.6591 1.3167
C: -2.1806 -5.8594 0.6769
S: -0.6639 -5.1150 1.2124
C: -0.3668 -4.1456 -0.2256
C: -1.3300 -4.1968 -1.2128
S: -1.3526 -3.2029 -2.6336
S: -2.6988 -5.2531 -0.9127
S: 1.0263 -3.1168 -0.2628
C: 2.5257 4.5806 1.2529
C: 2.0896 3.4350 0.3833
C: 1.0582 3.5760 -0.5301
C: 0.6554 2.5270 -1.3575
C: -0.4409 2.7944 -2.3533
C: 1.2839 1.2790 -1.2445
Te: 0.6563 -0.3376 -2.4782
C: 2.3416 1.1250 -0.3334
C: 3.0622 -0.1785 -0.1527
C: 2.7243 2.2031 0.4568
H: 1.7897 5.3833 1.2467
H: 3.4738 4.9971 0.9064
H: 2.6697 4.2597 2.2849
H: 0.5514 4.5307 -0.6144
H: -0.8489 3.7936 -2.2096
H: -1.2553 2.0641 -2.2997
H: -0.0576 2.7227 -3.3735
H: 2.4078 -0.9400 0.2882
H: 3.9148 -0.0496 0.5115
H: 3.4083 -0.5815 -1.1051
H: 3.5416 2.0757 1.1586

Summary:
* M: 570.17 u
* spin multiplicity: 3
* frontier orbital gap (alpha / beta): 6.59 / 6.56 eV
* energy: -3615.48950 a.u.
* LUMO energy (alpha / beta): -0.652 / -0.825 eV
* HOMO energy (alpha / beta): -7.238 / -7.384 eV
* energy above the lowest of the compared OMol25 structures with the same formula, charge and spin: 0.0 kcal per mole

No. 8
Computed, not measured: a structure of composition C19H20As2CoF5IO2, with ωB97M-V/def2-TZVPD.

CARTESIAN COORDINATES (ANGSTROEM)
Co: -0.9872 -1.7279 -0.5171
C: 3.5584 0.7777 -0.9669
As: 2.6022 -0.7568 -1.7001
C: 2.6561 -0.3094 -3.5992
C: 0.6723 -0.2785 -1.3761
C: 1.0764 2.5441 -1.7993
C: 1.0496 3.1445 -0.4622
C: 0.0058 3.0483 0.3762
C: -1.1563 2.1704 0.2057
C: -1.1250 0.8656 -0.0599
As: -2.6023 -0.2258 -0.6199
C: -4.0602 0.1655 0.5893
C: -3.0745 0.4974 -2.3538
H: 3.3192 1.7013 -1.4938
H: 4.6253 0.5963 -1.0947
H: 3.3545 0.8812 0.0981
H: 2.5054 0.7542 -3.7685
H: 1.8893 -0.8798 -4.1197
H: 3.6320 -0.6066 -3.9809
H: 1.5649 3.1688 -2.5615
H: 1.7942 3.9129 -0.2954
H: -0.0534 3.7726 1.1826
H: -2.1148 2.6753 0.3032
H: -4.3141 1.2175 0.4586
H: -3.7323 -0.0253 1.6076
H: -4.9270 -0.4485 0.3614
H: -3.1769 1.5765 -2.2455
H: -4.0115 0.0735 -2.7091
H: -2.2701 0.2569 -3.0443
F: -1.4844 -1.8719 2.2513
C: -1.5396 -2.5839 1.0925
F: -0.5342 -3.5351 1.1431
C: -2.8479 -3.3825 1.0872
F: -2.9829 -3.9508 -0.1287
F: -3.9036 -2.5810 1.2775
F: -2.8822 -4.3338 2.0068
I: 3.4641 -1.1142 5.2314
C: 2.3253 -0.7786 3.5228
C: 2.3548 -1.6880 2.4748
C: 1.6043 -1.4473 1.3382
C: 0.8133 -0.3002 1.2130
C: 0.7658 0.5775 2.2950
C: 1.5190 0.3484 3.4337
C: 0.0052 -0.1231 -0.0299
O: 0.5600 1.4912 -2.1601
O: -0.1105 -0.9798 -2.0967
H: 2.9507 -2.5872 2.5439
H: 1.6335 -2.1914 0.5511
H: 0.1217 1.4433 2.2801
H: 1.4677 1.0462 4.2580

Summary:
* M: 711.04 u
* spin multiplicity: 1
* frontier orbital gap (alpha / beta): 6.77 / 6.96 eV
* charge: +1
* energy: -7537.43120 a.u.
* LUMO energy (alpha / beta): -4.430 / -4.205 eV
* HOMO energy (alpha / beta): -11.203 / -11.164 eV
* energy above the lowest of the compared OMol25 structures with the same formula, charge and spin: 52.7 kcal per mole